(1)
76
Properties=species:S:1:pos:R:3:forces:R:3 method="wB97M-V/def2-TZVPD" e_above_lowest_kcal_mol=0.0 total_charge=-1 homo_lumo_gap_ev=7.601 e_tot_ev=-81556.9701 e_lumo_ev=2.60 homo_ev=-5.0 molar_mass_g_mol=554.06
C -1.185212 -0.493430 -4.188571 0.1 -0.3 -0.2
C -2.076466 -0.109537 -3.051413 -0.9 0.1 0.8
H -1.768866 -0.686659 -5.095975 0.2 0.1 0.1
H -0.625463 -1.408423 -3.941607 0.0 0.2 -0.1
H -0.462014 0.302949 -4.395774 -0.1 -0.1 0.0
C -3.328344 -0.581940 -2.927495 0.4 0.5 -0.3
C -3.943044 -1.579378 -3.857554 -0.2 -0.3 -0.3
H -3.990008 -0.208257 -2.144896 0.3 -0.1 -0.1
H -3.192759 -2.245700 -4.307426 -0.2 0.1 0.1
H -4.495242 -1.091970 -4.675744 0.1 -0.1 0.1
H -4.666989 -2.200451 -3.312378 0.1 0.0 -0.2
Be 1.149198 0.231226 -0.865837 -3.5 0.5 1.5
Cl 1.512577 2.149488 -0.474039 0.2 0.3 -0.4
Cl 1.561548 -0.928186 0.693626 0.5 0.0 -0.2
H 4.400203 1.687773 4.915982 0.0 -0.2 0.0
H 5.022778 2.587646 2.431081 -0.1 -0.1 -0.1
C 4.194950 0.785340 4.318090 0.0 0.1 0.0
C 4.529079 1.685800 2.041096 -0.4 -0.3 0.1
N 3.623434 1.126221 3.030407 0.6 0.0 0.5
H 3.485285 0.152813 4.859775 0.2 0.2 -0.1
C 2.279275 1.171740 2.923682 -1.0 0.2 0.0
O 1.509240 1.024861 3.876868 0.8 0.0 -0.6
H 3.962380 1.937139 1.140846 0.1 0.0 0.1
H 1.926313 1.333266 1.887255 0.1 0.2 0.5
H 5.142561 0.256323 4.161235 -0.2 0.0 0.0
H 5.309053 0.953313 1.796239 -0.1 0.1 0.0
H -1.192394 -2.846774 -1.385623 0.1 0.0 0.2
H -3.599094 -2.384495 -0.839500 0.0 0.0 0.1
C -0.987393 -3.122073 -0.343908 0.0 0.1 0.1
C -3.368140 -2.782634 0.154682 0.4 0.4 0.0
N -1.982685 -2.478151 0.492187 0.2 -0.4 0.9
H 0.003846 -2.744228 -0.061071 -0.4 -0.2 -0.1
C -1.677521 -2.208515 1.827422 -0.6 -0.3 -0.4
O -0.719340 -2.614393 2.446138 -0.2 0.3 -0.4
H -4.029675 -2.315673 0.890335 0.0 -0.1 -0.1
H -2.462725 -1.550313 2.284151 0.3 -0.4 -0.1
H -1.043570 -4.215812 -0.234835 0.1 0.0 0.0
H -3.536230 -3.868390 0.139226 0.0 0.1 0.1
O -0.503839 -0.099988 -1.324365 1.1 0.1 0.6
C -1.406754 0.723541 -1.953276 0.1 0.6 0.6
C -2.987515 0.522796 0.012813 -0.5 0.0 0.0
C -2.443906 1.330361 -0.979069 0.0 0.0 -0.6
H -2.488719 -0.420925 0.202667 -0.2 0.2 -0.1
C -4.146055 0.903121 0.699618 0.7 0.3 -0.3
H -0.891974 1.579954 -2.436615 -0.1 0.0 -0.1
C -2.960972 2.613784 -1.174714 -0.1 -0.2 -0.1
H -4.578457 0.220493 1.425319 0.0 0.1 0.0
C -4.706163 2.158923 0.453099 0.1 0.0 -0.1
C -4.099344 3.020855 -0.469665 0.1 0.1 0.1
H -2.471033 3.270813 -1.907643 -0.4 -0.2 0.3
H -5.604279 2.467392 0.988180 0.2 0.0 -0.1
H -4.521138 4.016344 -0.647553 0.1 -0.3 0.1
Si 3.791993 -1.136935 -1.950385 -0.1 0.5 -0.8
Cl 1.717421 -0.460304 -2.570621 2.9 -1.5 -1.3
C 3.841127 -2.651253 -0.883110 -0.3 -0.4 0.1
C 4.596589 0.417556 -1.311009 0.0 0.2 0.1
C 4.642258 -1.569837 -3.577949 -0.2 -0.1 -0.2
H 2.918402 -2.762636 -0.300104 0.3 0.0 -0.1
H 4.682566 -2.575776 -0.178657 -0.2 0.1 -0.1
H 4.004515 -3.545679 -1.501481 -0.1 0.2 0.1
H 4.392366 -2.587201 -3.905646 0.0 0.2 0.0
H 5.736140 -1.527214 -3.466415 -0.2 0.0 0.1
H 4.366399 -0.875126 -4.381415 0.1 -0.1 0.2
H 3.852579 1.107558 -0.889810 0.2 -0.2 0.0
H 5.100715 0.937429 -2.141288 -0.2 -0.2 0.2
H 5.356669 0.192346 -0.547592 -0.3 0.0 -0.2
C -0.549964 3.265001 2.934985 0.2 0.1 -0.5
C -1.069695 1.846073 2.909621 0.3 -0.6 -0.9
C -1.557216 1.340457 4.240312 -0.2 -0.3 0.0
O -1.059161 1.144298 1.908096 -0.1 1.0 1.3
H -1.324087 3.947941 3.315688 0.2 -0.2 -0.1
H -0.240755 3.558040 1.924873 -0.1 0.0 0.2
H 0.318128 3.306172 3.608007 -0.3 0.0 -0.1
H -2.415637 0.687529 4.076852 0.0 0.0 0.1
H -0.745084 0.755379 4.678969 -0.1 0.1 0.0
H -1.824667 2.158204 4.912607 0.0 -0.1 0.0

***

(2)
84
Properties=species:S:1:pos:R:3:forces:R:3 method="wB97M-V/def2-TZVPD" total_charge=0 homo_lumo_gap_ev=6.916 e_tot_ev=-82808.1404 e_lumo_ev=-0.80 homo_ev=-7.7 molar_mass_g_mol=668.61
C -3.901244 0.824208 -2.509172 -0.4 1.5 0.0
C -4.341966 2.166200 -2.183496 1.1 -1.3 0.0
C -3.615166 2.903519 -0.953815 -1.1 -2.1 0.1
O -3.323535 4.318515 -1.271351 2.6 0.2 2.0
P -2.098116 4.766441 -0.164063 -3.5 0.5 2.2
O -2.342978 4.123668 1.196931 1.1 1.4 -3.2
O -2.176275 6.466277 -0.079041 0.3 -3.6 -0.2
O -0.614317 4.246063 -0.831986 -0.6 0.1 1.8
S 0.580034 4.053839 0.322154 5.8 6.7 1.2
O 0.481944 5.077140 1.418866 -1.4 -3.4 -2.7
O 1.924554 4.262518 -0.327204 -4.4 -2.1 0.5
C 0.628678 2.355142 1.098019 0.5 -1.7 1.7
F 0.153010 2.482503 2.416280 1.1 -0.4 -3.2
F 1.977443 1.938977 1.138444 -3.0 1.4 -0.1
C -0.179836 1.217219 0.318867 0.1 -2.6 0.8
F -1.428420 1.079857 0.908331 2.3 0.5 -2.0
F 0.500731 0.000862 0.573669 -1.5 2.4 -0.6
F -0.199591 1.357330 -1.060934 -0.4 0.1 3.0
H -4.199602 -0.055086 -1.853110 2.1 1.2 0.2
H -3.298839 0.591216 -3.450618 -2.6 0.1 0.6
H -5.202459 2.619472 -2.774361 2.4 0.4 -0.1
H -4.210767 2.794481 0.008260 1.0 0.6 -1.0
H -2.595746 2.399960 -0.862542 -1.8 0.4 0.1
H -2.624939 6.607530 0.793522 0.4 -0.1 -0.8
C -5.509551 5.508935 3.541964 -0.1 -0.1 -0.4
C -5.241056 6.977582 3.356247 -0.1 0.3 -0.7
O -5.348931 7.507714 2.264127 0.2 -0.3 0.5
C -4.834003 7.767325 4.571918 0.0 0.4 -0.2
H -5.792379 5.069794 2.583463 0.0 0.1 0.1
H -4.608793 5.008925 3.904024 -0.1 0.0 0.2
H -6.331068 5.368109 4.247466 0.2 -0.1 0.1
H -3.903145 7.368250 4.980131 -0.1 -0.1 0.2
H -5.624698 7.726247 5.323851 0.1 -0.1 0.1
H -4.673926 8.809380 4.289159 0.0 -0.1 0.0
C -6.640040 0.023758 -6.375111 0.3 0.3 0.0
C -6.136876 -0.728600 -5.171899 0.5 0.2 0.3
O -5.091380 -0.425653 -4.629039 -0.6 -0.3 -0.5
C -6.978388 -1.870525 -4.666930 0.2 -0.1 0.3
H -5.934156 0.817481 -6.626554 -0.1 -0.1 0.0
H -6.724672 -0.652798 -7.227967 -0.2 0.0 0.0
H -7.609501 0.474605 -6.153110 -0.1 -0.2 -0.1
H -7.078071 -2.631004 -5.444091 -0.2 0.1 0.0
H -7.962861 -1.503635 -4.369168 -0.1 -0.1 -0.2
H -6.494574 -2.319594 -3.797595 0.0 0.1 -0.1
C 3.527270 -0.959414 0.050986 -0.2 -0.1 -0.3
C 4.164879 -2.308956 0.248786 0.1 -0.5 -0.3
O 3.912515 -3.241666 -0.491879 0.2 0.7 0.1
C 5.125174 -2.459561 1.397110 0.0 -0.3 -0.2
H 2.859275 -0.997756 -0.812089 0.1 0.0 0.1
H 2.943382 -0.691480 0.933427 0.2 0.1 0.0
H 4.298023 -0.208579 -0.135783 0.0 0.1 0.2
H 4.612754 -2.258195 2.339416 0.2 0.1 0.0
H 5.966663 -1.774732 1.269870 -0.1 0.1 0.1
H 5.506077 -3.482281 1.418142 -0.1 0.1 0.0
C 6.622934 -4.025316 5.803931 -0.1 0.4 0.1
C 5.583043 -4.363415 4.767928 -0.4 0.2 -0.2
O 4.794168 -3.527095 4.369387 0.3 -0.3 0.2
C 5.557732 -5.774794 4.245440 -0.4 0.2 -0.3
H 6.523232 -2.975852 6.088092 0.0 -0.1 0.0
H 6.477642 -4.643849 6.691883 0.2 -0.1 -0.1
H 7.622105 -4.183420 5.392942 0.0 -0.2 0.1
H 5.365230 -6.470733 5.064894 0.2 0.0 0.0
H 6.510129 -6.009848 3.765029 0.0 -0.1 0.2
H 4.759550 -5.873865 3.507260 0.2 0.0 0.2
C 3.250852 -0.844382 -4.626312 -0.1 -0.1 -0.3
C 3.539102 0.623947 -4.797934 -0.1 0.3 -0.6
O 3.435260 1.165671 -5.880420 0.0 -0.2 0.4
C 3.961230 1.394154 -3.574641 0.0 0.3 -0.2
H 2.958623 -1.270239 -5.587922 0.0 0.1 0.1
H 4.145723 -1.360356 -4.272157 -0.1 0.0 0.2
H 2.430761 -0.982287 -3.918475 0.2 -0.1 0.1
H 4.887770 0.976997 -3.174390 -0.1 -0.1 0.2
H 3.171901 1.355052 -2.820700 0.1 -0.1 0.1
H 4.135054 2.437051 -3.845555 0.0 -0.1 0.0
C 1.152359 -7.088686 1.729576 0.1 -0.2 0.4
C 2.495612 -6.519763 1.354543 0.4 0.0 0.1
O 3.481846 -6.726679 2.037140 -0.5 0.0 -0.3
C 2.571581 -5.685898 0.104710 0.4 -0.3 0.2
H 1.248218 -7.666532 2.650983 0.0 0.1 -0.1
H 0.439390 -6.278772 1.896720 -0.1 -0.1 -0.2
H 0.794472 -7.749464 0.937469 -0.1 0.2 0.0
H 1.922237 -4.813774 0.199701 -0.1 -0.1 -0.2
H 2.276671 -6.284819 -0.760088 -0.2 0.1 0.0
H 3.595033 -5.344559 -0.039553 -0.2 -0.1 0.0

***

(3)
79
Properties=species:S:1:pos:R:3:forces:R:3 method="wB97M-V/def2-TZVPD" e_above_lowest_kcal_mol=0.0 total_charge=+1 homo_lumo_gap_ev=7.616 e_tot_ev=-244042.1014 e_lumo_ev=-3.33 homo_ev=-10.9 molar_mass_g_mol=833.93
Sn 11.086280 12.893320 9.430561 0.4 -0.4 -0.4
C 9.765790 16.666906 11.814144 0.1 -0.5 0.5
Se 11.291181 15.448991 11.757428 0.3 0.0 -0.2
C 10.514005 14.025313 12.845816 1.0 0.0 0.1
C 11.547028 13.236719 13.637720 0.1 -0.1 0.3
Se 12.686292 12.103936 12.505072 0.3 0.2 -0.1
C 14.458099 12.846926 12.934749 0.0 0.1 0.3
H 8.877135 16.175862 11.429314 -0.1 0.1 -0.2
H 10.018756 17.562208 11.259715 0.0 0.0 -0.1
H 9.600152 16.898656 12.862743 0.0 0.2 0.0
H 9.961234 13.336173 12.235710 -0.5 -0.3 -0.5
H 9.841485 14.521549 13.507574 -0.6 0.3 0.6
H 11.020175 12.555907 14.318270 0.1 0.1 -0.2
H 12.204477 13.862870 14.252493 -0.2 0.0 -0.2
H 14.638301 12.679733 14.020548 0.0 0.2 -0.9
H 14.516464 13.920104 12.671509 0.0 -0.7 0.2
H 15.179825 12.266785 12.327570 -0.4 0.3 0.4
C 6.670974 7.863713 5.794842 0.3 -0.6 -0.6
C 7.872814 8.164666 6.649971 0.8 -0.5 0.1
C 7.855305 9.217826 7.552124 0.2 0.2 0.2
C 8.947809 9.501139 8.367081 -0.1 -0.1 -0.2
C 10.088897 8.727892 8.275632 0.1 -0.1 0.2
C 10.175542 7.672126 7.369059 -1.4 0.2 -0.3
C 9.061731 7.392825 6.567676 -0.2 0.9 0.2
S 11.392551 9.052749 9.429260 0.6 0.2 -0.5
O 11.665363 7.910729 10.245247 -0.3 0.2 0.1
O 11.083263 10.320071 10.115143 0.1 -0.5 -0.4
N 12.750059 9.229463 8.456760 -0.5 -0.1 0.4
C 12.621346 10.009686 7.228664 -0.9 -0.5 -0.6
C 12.200884 11.411315 7.593282 0.9 0.4 0.5
O 10.960246 11.668917 7.582180 -0.1 0.1 0.0
O 13.021849 12.216755 8.147968 -1.3 -0.3 -0.1
H 5.977651 8.685462 5.822618 -0.3 0.4 0.0
H 6.113719 6.971070 6.133390 0.4 0.3 -0.1
H 6.955575 7.697645 4.730390 -0.1 0.1 0.7
H 6.980103 9.846850 7.614698 -0.2 0.0 0.1
H 8.938989 10.317047 9.072877 -0.2 0.0 0.0
H 11.055599 7.082658 7.279204 0.6 -0.4 0.0
H 9.092036 6.621134 5.816202 0.2 -0.3 0.0
H 11.808399 9.543267 6.639782 0.6 0.4 0.0
H 13.564215 9.955351 6.688785 0.0 0.1 0.1
C 9.918364 15.685299 8.075511 0.1 0.3 0.5
N 9.733944 14.223925 7.849237 -0.3 0.2 -0.3
C 8.344252 13.873003 8.282018 0.2 -0.1 0.1
N 7.338341 14.661278 7.600149 0.0 -0.5 0.5
C 7.578741 16.067317 7.885941 0.4 -0.1 -0.5
N 8.904442 16.497295 7.424515 0.2 -0.2 -0.2
C 9.005088 16.242078 5.974423 0.2 -0.3 0.3
N 8.802312 14.822055 5.673148 -0.4 -0.4 0.1
C 9.804266 14.008312 6.358327 -0.3 0.2 0.3
C 7.443082 14.457269 6.176022 1.2 -0.3 -0.4
H 10.915732 15.957134 7.701807 -0.2 0.0 0.0
H 9.905834 15.870612 9.162914 -0.1 -0.1 -0.3
H 8.284172 14.046449 9.361581 -0.1 0.1 0.0
H 8.181416 12.799963 8.125932 0.0 0.1 -0.2
H 7.499919 16.202396 8.945746 0.0 0.3 0.7
H 6.822314 16.643956 7.376136 -0.2 0.3 -0.1
H 9.992593 16.546874 5.628848 0.0 0.0 0.0
H 8.259887 16.827031 5.448989 -0.2 0.1 -0.1
H 10.806741 14.289672 6.051147 0.1 0.1 -0.2
H 9.680470 12.941255 6.173742 -0.2 0.2 -0.1
H 7.237334 13.429034 5.918566 0.0 -0.4 0.0
H 6.714322 15.059913 5.676614 -0.4 0.5 -0.3
C 16.557795 8.931716 10.677447 0.5 0.1 0.0
Ge 14.759109 8.196881 10.512458 -0.6 0.0 -0.3
C 14.743084 6.466707 9.611293 0.2 0.1 -0.7
C 13.981169 8.178596 12.286576 -0.1 -0.2 0.6
C 13.958750 9.527587 9.224473 1.1 -1.0 -0.3
H 17.155169 8.479907 11.489129 -0.4 0.2 -0.3
H 16.470148 10.008449 10.877042 0.1 -0.2 0.0
H 17.127762 8.820103 9.743003 -0.2 0.0 0.2
H 15.188729 5.736437 10.289666 -0.1 -0.1 -0.2
H 15.350576 6.523423 8.676133 -0.3 -0.1 0.7
H 13.725848 6.158738 9.328590 0.3 0.1 0.3
H 14.764851 7.787015 12.955792 -0.3 0.1 -0.1
H 13.078218 7.561496 12.404820 0.4 0.2 -0.2
H 13.726691 9.192436 12.621910 0.1 -0.2 -0.1
H 13.945660 10.525176 9.617969 0.0 0.7 0.4
H 14.766881 9.507795 8.466370 -0.3 0.2 0.3